# 1
The following is a quantum chemistry calculation of a 12-piece molecular cluster, H24O12 overall at a distorted geometry, from the OMol25 dataset.

E_LUMO   -0.099 eV
F_max   4.932 eV/Å
Energy relative to the best compared isomer or geometry (same formula, charge and spin)   147.2 kcal/mol
Highest occupied orbital energy   -9.1 eV
SMILES   O.O.O.O.O.O.O.O.O.O.O.O

Element x y z (Å)
1 H -0.01 -3.30 0.67
2 H 2.69 1.46 -0.51
3 H 3.36 -0.70 -1.50
4 H 0.95 -2.38 -0.06
5 O -2.18 0.67 -1.84
6 O 1.80 0.63 -4.05
7 O -1.54 -2.19 -3.11
8 H -0.15 1.88 -0.89
9 H -0.95 -2.54 -2.44
10 H 1.85 1.50 -3.63
11 H 2.21 -1.26 -2.32
12 O 2.50 1.06 -1.37
13 H 2.70 0.46 -4.36
14 H -1.47 0.87 4.35
15 H -2.10 1.92 1.92
16 H 1.06 -1.66 4.32
17 O 0.30 -2.38 0.65
18 O 0.61 3.47 -0.59
19 H -3.09 -2.22 2.67
20 H 1.66 1.44 -1.63
21 H -1.80 -2.70 2.03
22 H -2.21 0.50 1.39
23 H 1.40 3.06 -0.21
24 O 0.71 -0.94 3.79
25 O 3.17 -1.21 -2.30
26 O -0.60 1.12 -0.52
27 H -2.48 1.57 -1.70
28 H 0.05 -1.36 3.23
29 H -1.98 0.34 -0.95
30 H 0.92 3.84 -1.42
31 H -2.41 -2.21 -2.69
32 H -0.03 0.61 4.77
33 H -0.20 1.01 0.35
34 O -1.93 1.38 1.14
35 O -0.68 0.39 4.09
36 O -2.13 -2.14 2.73

# 2
The following is a quantum chemistry calculation of a 2-piece molecular cluster, C3H10OS2 overall at a distorted geometry, from the OMol25 dataset.

E_LUMO   0.638 eV
F_max   1.520 eV/Å
Energy relative to the best compared isomer or geometry (same formula, charge and spin)   17.0 kcal/mol
Highest occupied orbital energy   -8.3 eV
SMILES   CCSSC.O

Element x y z (Å)
1 S 0.04 -0.24 1.52
2 H 0.66 -2.05 -0.07
3 O -1.05 3.05 1.24
4 H 2.77 0.12 0.08
5 H 1.80 -1.93 1.29
6 H -2.57 -0.87 -1.45
7 H -0.82 -0.68 -1.55
8 C 2.01 -0.48 -0.40
9 H -0.70 2.35 0.68
10 S -1.86 -0.19 0.67
11 C -1.73 -0.24 -1.14
12 H 2.45 -1.11 -1.22
13 H 1.33 0.29 -0.75
14 H -1.48 2.61 1.97
15 H -2.03 0.77 -1.43
16 C 1.20 -1.37 0.58

# 3
The following is a quantum chemistry calculation of C21H22N4O4PdS as an isolated structure, from the OMol25 dataset.

E_LUMO   4.567 eV
Charge   -2
F_max   0.180 eV/Å
Energy relative to the best compared isomer or geometry (same formula, charge and spin)   0.8 kcal/mol
Highest occupied orbital energy   -1.4 eV

Element x y z (Å)
1 H 0.81 2.95 0.00
2 C 5.88 0.55 -2.08
3 N -1.07 0.18 -1.35
4 O -1.50 -3.24 -2.53
5 H -6.06 0.04 1.41
6 C -1.79 -1.03 -1.78
7 C -5.09 -0.34 3.93
8 N 2.03 1.68 -1.00
9 C -2.99 0.43 2.77
10 H -6.17 -0.17 3.83
11 H -0.34 -3.49 -0.27
12 C 3.47 0.24 -2.27
13 C -4.99 0.27 1.48
14 H -0.65 -4.62 1.05
15 H -1.23 1.03 1.68
16 C 1.84 2.72 -0.23
17 C 5.74 1.64 -1.25
18 C -2.95 0.95 0.42
19 C 3.30 1.35 -1.36
20 C 2.91 3.50 0.28
21 O 0.14 -1.78 -3.01
22 S -2.00 1.39 -1.05
23 C -4.35 0.14 2.71
24 H -1.20 -2.27 1.73
25 H -4.75 0.18 4.83
26 C 0.71 -1.48 1.33
27 H 5.03 3.71 0.35
28 O -1.23 2.56 -0.65
29 Pd 0.65 -0.06 -0.03
30 N 2.39 -0.35 -2.81
31 H 2.70 4.35 0.92
32 H 6.59 2.18 -0.87
33 H 1.01 -4.12 0.69
34 O -3.03 1.63 -2.06
35 H -2.25 -1.53 -0.92
36 H -2.47 0.33 3.71
37 C -4.30 0.67 0.34
38 C -2.29 0.83 1.64
39 H -2.59 -0.77 -2.47
40 H -4.94 -1.41 4.09
41 C -0.03 -3.78 0.73
42 H 1.44 -0.23 -2.45
43 C -0.17 -2.62 1.72
44 H 0.09 -2.94 2.73
45 C 4.77 -0.14 -2.58
46 C 4.19 3.15 -0.04
47 N 1.79 -0.97 1.53
48 H -4.79 0.76 -0.61
49 C -0.95 -2.11 -2.50
50 H 2.48 -1.25 -3.25
51 H 4.92 -0.98 -3.25
52 H 6.87 0.22 -2.36
53 C 4.43 2.04 -0.89

# 4
The following is a quantum chemistry calculation of C31H48O2OsP2 as an isolated structure at a distorted geometry, from the OMol25 dataset.

E_LUMO (spin up / spin down)   -5.424 / -9.200 eV
Multiplicity   5
Charge   +2
⟨S²⟩   6.05
F_max   7.882 eV/Å
Energy relative to the best compared isomer or geometry (same formula, charge and spin)   99.1 kcal/mol
Highest occupied orbital energy (spin up / spin down)   -12.2 / -13.8 eV

Element x y z (Å)
1 H 2.13 -2.04 -2.32
2 C -1.21 3.14 4.23
3 P 1.55 1.63 0.15
4 H 1.74 -1.68 -5.04
5 H 3.50 -0.77 0.65
6 H 2.07 -5.07 -0.63
7 H -3.29 -0.08 -2.24
8 C -1.02 2.01 -1.25
9 C -2.79 0.98 0.71
10 O -0.78 1.69 2.38
11 C -1.30 -4.03 -0.40
12 C -1.30 -1.57 -3.94
13 H 1.51 2.68 2.34
14 H -1.16 1.03 4.73
15 C -0.26 0.62 -4.69
16 H 1.16 0.28 -1.69
17 H 3.89 1.72 -0.34
18 H -3.42 0.14 1.02
19 C 1.18 -3.14 -0.33
20 Os 0.21 -1.40 -0.83
21 H 2.75 -3.73 -1.59
22 C -2.83 -0.67 -1.44
23 H -1.33 5.26 3.99
24 H 3.82 -2.18 -0.40
25 C -0.30 -2.38 -4.74
26 H -0.67 1.60 -4.94
27 H -2.45 -2.41 1.60
28 C -1.49 2.27 6.48
29 H 3.02 1.73 2.05
30 C 0.91 -1.57 1.38
31 H 0.57 0.10 2.68
32 H -1.67 -0.90 2.28
33 C 1.35 -1.54 -2.92
34 C 2.29 2.43 1.61
35 C 1.83 -4.16 -1.18
36 C 0.32 2.66 -0.77
37 C 1.03 0.81 -3.86
38 H -1.37 -2.49 3.01
39 C -1.64 3.58 6.96
40 C -1.59 4.67 6.07
41 C 3.01 1.64 -0.98
42 H -1.54 1.42 7.17
43 C -1.28 -0.20 -3.94
44 H 1.93 0.72 -4.48
45 H 2.90 2.52 -1.62
46 H 3.04 0.72 -1.56
47 H -2.29 -1.51 -1.86
48 H 3.78 -2.38 1.38
49 C 1.85 -2.11 0.46
50 O -0.94 3.93 2.00
51 C -0.21 -3.14 0.09
52 H -2.25 -2.08 -3.75
53 H -0.38 -2.15 -5.83
54 H 2.27 -0.49 2.68
55 H -1.82 2.72 -1.00
56 C 1.11 -0.21 -2.71
57 H 1.04 1.82 -3.42
58 C -1.38 4.45 4.71
59 C -0.37 -2.13 1.10
60 P -1.60 0.39 -0.55
61 H 2.80 3.33 1.24
62 H -1.58 -4.75 0.37
63 C 1.22 -0.78 2.61
64 H -2.17 0.36 -3.69
65 H 0.06 3.46 -0.04
66 C 1.17 -2.23 -4.27
67 H -3.41 1.75 0.24
68 H 1.15 -4.38 -2.01
69 H -3.56 -1.04 -0.71
70 C -1.54 -1.96 2.04
71 H -2.18 -3.42 -0.63
72 H 1.03 -1.36 3.53
73 C -1.27 2.04 5.11
74 H -1.73 5.68 6.47
75 C 3.32 -1.85 0.51
76 H -0.97 -4.55 -1.29
77 H -2.20 1.38 1.54
78 C -0.96 2.94 2.76
79 H 1.60 -3.23 -4.20
80 H -1.02 1.92 -2.35
81 H -0.63 -3.44 -4.64
82 H -1.83 3.73 8.02
83 H 0.86 3.07 -1.64
84 H 0.01 0.17 -5.66

# 5
The following is a quantum chemistry calculation of a 3-piece molecular cluster, C3H12O3 overall at a distorted geometry, from the OMol25 dataset.

E_LUMO   0.567 eV
F_max   3.963 eV/Å
Energy relative to the best compared isomer or geometry (same formula, charge and spin)   35.7 kcal/mol
Highest occupied orbital energy   -10.2 eV
SMILES   CC(C)O.O.O

Element x y z (Å)
1 H -1.54 0.16 1.72
2 C 0.52 -0.50 1.32
3 H 5.25 3.59 -2.37
4 O -5.87 0.13 -1.79
5 H -5.86 0.80 -2.48
6 H 4.80 2.24 -2.92
7 H 0.25 -1.99 2.75
8 C 0.53 -2.02 1.77
9 H -0.85 0.60 -0.07
10 O 1.61 -0.16 0.45
11 C -0.88 -0.17 0.75
12 O 5.56 2.81 -2.74
13 H 0.61 0.28 2.21
14 H 1.49 -2.42 1.49
15 H -1.60 -1.03 0.59
16 H -0.29 -2.57 1.20
17 H -5.10 -0.41 -1.99
18 H 1.38 0.66 0.08

# 6
The following is a quantum chemistry calculation of a 2-piece molecular cluster, C3H5F2N2 overall at a distorted geometry, from the OMol25 dataset.

E_LUMO (spin up / spin down)   -8.266 / -8.823 eV
Charge   +1
F_max   3.771 eV/Å
Energy relative to the best compared isomer or geometry (same formula, charge and spin)   171.4 kcal/mol
Highest occupied orbital energy (spin up / spin down)   -16.8 / -17.0 eV

Element x y z (Å)
1 H -1.03 1.16 0.99
2 C -0.16 0.51 0.84
3 F 1.09 -1.84 0.55
4 C 0.55 1.06 -0.41
5 N -0.50 -0.79 0.38
6 F -1.28 -1.55 1.07
7 H -0.92 -1.55 -1.70
8 H 1.60 1.01 -0.39
9 H 0.26 2.01 -0.54
10 N 0.26 0.22 -1.49
11 C -0.40 -0.80 -1.08
12 H 0.53 0.57 1.80

# 7
The following is a quantum chemistry calculation of C43H57HfN6O11 as an isolated structure at a distorted geometry, from the OMol25 dataset.

E_LUMO (spin up / spin down)   -1.762 / -1.733 eV
Multiplicity   2
⟨S²⟩   0.75
F_max   6.244 eV/Å
Highest occupied orbital energy (spin up / spin down)   -6.8 / -7.1 eV

Element x y z (Å)
1 C 28.90 -4.58 -3.43
2 H 19.63 -2.55 5.34
3 C 28.78 -3.90 1.79
4 H 15.64 -6.36 -0.06
5 H 19.50 -2.87 -4.82
6 H 27.63 -2.17 -4.92
7 C 29.03 -4.47 -4.96
8 C 27.18 -1.76 -4.02
9 H 21.35 -9.66 -1.76
10 O 23.95 -3.51 -6.60
11 H 26.52 -2.66 -0.68
12 C 26.09 -4.09 2.63
13 C 26.97 -3.32 3.28
14 O 14.71 -8.84 0.93
15 H 28.13 -4.05 -5.41
16 O 26.46 -4.61 -3.34
17 H 21.31 1.43 -4.76
18 C 21.69 -0.14 -6.17
19 H 26.13 -1.62 -4.30
20 H 23.82 -2.70 0.22
21 C 17.68 -4.08 -4.27
22 H 28.32 -6.69 -3.53
23 C 22.55 -1.59 -3.92
24 H 22.76 -2.18 -3.04
25 H 22.06 -10.52 -0.29
26 H 29.45 -5.33 -5.48
27 C 16.45 -4.49 -4.76
28 H 26.28 -1.09 -1.55
29 N 15.66 -5.41 -3.94
30 H 15.00 -4.15 -6.46
31 C 22.63 -8.36 -0.52
32 H 20.59 -7.38 -0.09
33 H 30.04 -2.02 -3.80
34 H 20.84 -0.16 6.43
35 Hf 24.33 -5.85 -2.74
36 H 28.74 -0.74 -2.24
37 H 18.63 -2.08 -6.82
38 C 30.04 -2.31 -2.75
39 H 22.79 -1.50 -0.47
40 C 30.11 -3.85 -2.69
41 H 30.00 -6.43 -3.37
42 O 23.03 -4.16 -1.71
43 H 28.95 -6.23 -1.93
44 H 30.23 -4.28 -1.70
45 H 25.44 -2.59 -1.98
46 H 21.91 0.14 -2.89
47 H 23.43 -8.65 0.16
48 N 25.39 -5.41 0.59
49 C 16.44 -6.60 0.62
50 H 28.93 -2.55 3.51
51 H 17.26 -5.17 -0.39
52 C 15.99 -3.98 -6.07
53 H 17.70 -8.27 3.30
54 H 22.40 -0.72 2.62
55 C 16.48 -7.56 1.63
56 H 22.55 0.47 4.72
57 H 22.30 -1.71 -7.35
58 C 20.71 -1.91 3.57
59 C 28.74 -1.82 -2.07
60 H 28.33 -5.16 0.23
61 C 22.07 -0.31 -3.86
62 H 20.37 -2.66 2.87
63 H 18.03 -4.44 -3.31
64 H 29.90 -3.88 -5.25
65 H 22.27 -2.20 1.04
66 H 26.70 -2.76 4.16
67 C 26.39 -2.17 -1.65
68 C 22.17 -9.75 -1.06
69 N 15.51 -8.65 1.80
70 H 19.93 -4.08 -1.20
71 C 27.86 -4.64 1.05
72 C 22.20 -3.65 -0.69
73 H 30.98 -4.23 -3.21
74 N 27.67 -4.00 -2.83
75 C 21.78 -0.99 3.46
76 C 18.51 -6.58 2.56
77 H 19.27 -6.59 3.32
78 O 24.36 -5.84 1.10
79 H 28.71 -2.11 -1.02
80 H 29.84 -3.89 1.61
81 N 21.81 -0.20 4.59
82 C 26.48 -4.71 1.43
83 H 30.91 -1.80 -2.33
84 H 25.06 -4.13 2.95
85 C 28.32 -3.21 2.90
86 C 20.72 -3.33 -1.18
87 O 25.54 -5.57 -0.64
88 C 20.29 -1.79 4.93
89 C 18.51 -3.25 -5.05
90 O 15.77 -5.45 -2.69
91 C 17.49 -5.68 0.53
92 O 14.86 -6.09 -4.57
93 H 19.39 -5.00 1.41
94 C 20.89 -0.62 5.46
95 C 18.53 -5.65 1.51
96 C 29.04 -6.06 -3.01
97 C 18.01 -2.72 -6.21
98 H 21.50 0.52 -7.00
99 H 20.68 -2.96 -2.20
100 C 21.69 0.43 -4.95
101 O 23.80 -4.16 -4.58
102 C 21.48 -7.76 0.42
103 C 22.67 -2.11 -5.20
104 H 22.03 -4.41 0.07
105 H 16.51 -2.86 -7.74
106 O 23.27 -7.48 -1.38
107 H 22.97 -10.13 -1.70
108 H 21.23 -8.63 1.02
109 C 17.53 -7.54 2.52
110 H 21.95 -6.92 0.94
111 C 27.51 -2.49 -2.73
112 C 16.82 -3.15 -6.74
113 C 22.14 -1.47 -6.31
114 N 23.46 -3.29 -5.44
115 C 22.77 -2.43 0.10
116 H 20.35 -2.54 -0.53
117 H 27.50 -0.72 -4.06
118 O 15.59 -9.32 2.85

# 8
The following is a quantum chemistry calculation of a 6-piece molecular cluster, C6H24N12O6 overall, from the OMol25 dataset.

E_LUMO   0.354 eV
F_max   0.964 eV/Å
Energy relative to the best compared isomer or geometry (same formula, charge and spin)   12.3 kcal/mol
Highest occupied orbital energy   -9.2 eV
SMILES   NC(N)=O.NC(N)=O.NC(N)=O.NC(N)=O.NC(N)=O.NC(N)=O

Element x y z (Å)
1 C 1.28 1.26 4.91
2 C 0.57 2.21 -3.61
3 H -0.01 -1.21 -1.03
4 H 1.13 0.18 6.62
5 H 0.81 4.24 -3.39
6 N -1.01 0.05 0.81
7 O 2.50 1.32 4.84
8 N 1.36 -6.85 -2.74
9 C 1.04 -5.86 -1.86
10 N -0.78 2.40 -3.77
11 O 0.87 -2.34 0.37
12 H -0.34 0.86 6.01
13 O -1.59 1.52 -0.81
14 N 0.59 0.51 5.84
15 H 2.27 3.33 -3.32
16 N -3.80 2.96 0.22
17 H 0.95 2.56 3.40
18 H 0.19 -4.65 -3.33
19 N 2.42 -1.12 1.49
20 H 0.58 -3.88 -1.83
21 H -1.22 1.65 -4.27
22 H -0.38 -0.70 1.03
23 N -0.46 -0.37 -1.37
24 C -3.75 4.28 -0.12
25 H -3.15 2.37 -0.29
26 H -2.64 5.45 -1.35
27 H 3.12 -1.04 2.20
28 H 2.45 -0.43 0.75
29 H 1.36 -4.09 2.13
30 N 0.65 -4.68 -2.44
31 H 1.45 -6.67 -3.72
32 N -2.60 4.62 -0.79
33 H -4.62 2.56 0.64
34 O 1.09 -6.03 -0.65
35 H -1.35 0.67 1.52
36 O 1.10 1.13 -3.75
37 O -4.61 5.10 0.13
38 H -0.21 0.06 -2.25
39 H 1.75 -7.69 -2.34
40 N 0.49 1.91 4.00
41 H -1.87 3.94 -0.96
42 H 2.48 -3.06 2.98
43 H -1.24 3.29 -3.77
44 N 1.27 3.35 -3.27
45 N 1.80 -3.20 2.25
46 C -1.06 0.45 -0.48
47 C 1.63 -2.23 1.32
48 H -0.51 1.85 4.04

# 9
The following is a quantum chemistry calculation of a 9-piece molecular cluster, C13H43ClN11O12 overall at a distorted geometry, from the OMol25 dataset.

E_LUMO   1.400 eV
Charge   -1
F_max   7.647 eV/Å
Highest occupied orbital energy   -5.9 eV

Element x y z (Å)
1 C 5.39 -2.41 5.57
2 C -3.06 9.61 -1.14
3 C 6.54 -1.63 6.25
4 C -2.89 -2.90 -7.05
5 O -0.47 -0.93 8.69
6 H -4.54 8.06 0.39
7 N -0.78 -2.16 6.85
8 H -5.47 8.14 -1.16
9 H -0.44 -8.51 6.35
10 H -3.72 -2.55 -7.66
11 C -0.51 -1.11 7.50
12 H -1.61 -1.19 -6.93
13 H 3.86 -1.50 -3.50
14 C 2.67 6.39 -4.34
15 H -1.56 7.20 -1.36
16 C -4.49 -8.76 -0.53
17 H 3.10 8.16 -5.10
18 N -2.31 7.17 -0.69
19 H -2.72 6.26 -0.86
20 H 4.16 -2.99 -4.38
21 C 0.16 -7.90 4.55
22 H 4.16 7.51 -3.79
23 H 7.30 -3.24 -3.64
24 H -3.51 -7.11 -0.89
25 O 0.20 -1.26 0.68
26 N 6.38 -3.16 -4.05
27 H -3.19 9.93 -0.11
28 H 0.61 -6.73 3.02
29 H -2.04 9.87 -1.41
30 O -1.88 -0.21 0.58
31 H 0.85 -7.31 6.34
32 C -4.65 7.66 -0.62
33 N 3.17 5.50 -3.48
34 O -0.52 0.13 -1.29
35 H 5.60 -2.34 4.50
36 H -2.65 -3.95 -7.15
37 Cl -0.86 -0.81 -0.21
38 O -4.02 10.34 -1.87
39 O 5.98 -1.68 -2.41
40 H -0.12 0.82 7.08
41 H -4.66 12.34 -1.82
42 O -1.36 -1.96 -0.88
43 H -3.68 -9.80 0.92
44 O -5.30 -8.70 -1.47
45 C 5.65 -2.32 -3.38
46 H 6.30 -1.54 7.31
47 H -4.72 6.58 -0.50
48 O 1.57 6.31 -4.91
49 H -3.25 -2.73 -6.03
50 H -0.89 -2.99 7.40
51 H -0.48 -0.19 5.71
52 H 2.62 4.71 -3.18
53 N -3.60 -7.86 -0.22
54 H -0.79 -1.86 -9.19
55 H -0.87 -2.19 5.84
56 N 0.78 -6.91 4.00
57 C -4.22 11.55 -1.22
58 N -4.45 -9.73 0.27
59 H -0.75 -2.72 -7.02
60 H 6.01 -3.60 -4.89
61 C -3.32 8.01 -1.24
62 H -3.23 11.98 -1.03
63 H -5.35 -10.07 0.58
64 H -4.93 11.43 -0.40
65 O -0.58 -8.68 3.96
66 N 4.49 -2.17 -3.90
67 H 4.40 -1.98 5.68
68 H 7.53 -2.08 6.22
69 H -3.40 7.92 -2.32
70 H 3.92 5.99 -3.01
71 N -0.40 -0.08 6.71
72 H 6.42 -0.62 5.86
73 H 1.46 -6.43 4.57
74 O 5.26 -3.72 6.23
75 H 4.47 -3.70 6.77
76 O -1.67 -1.99 -8.83
77 N 3.34 7.51 -4.37
78 N 0.22 -7.93 5.85
79 H -3.06 -8.03 0.61
80 C -1.59 -2.16 -7.43

- Look up the F_max of the third one.
  0.180 eV/Å

- Which value of F_max does entry 7 give?
  6.244 eV/Å

- Look up the F_max of the sixth one.
  3.771 eV/Å

- Which of these has the highest F_max?
  C31H48O2OsP2